*A*
Below is a cluster of 5 separate species, CH12N2O4 in total, with properties calculated with ωB97M-V/def2-TZVPD.

XYZ file:
```
19
Properties=species:S:1:pos:R:3:nbo_charge:R:1
H 0.229 1.827 -0.073 0.344
N 0.095 0.797 -0.156 -0.801
C 0.378 0.474 -1.404 0.305
N 0.488 -0.818 -1.877 -0.800
H 0.512 1.344 -2.063 0.154
H 0.886 -1.418 -1.241 0.422
H 0.610 -0.954 -2.838 0.388
O -2.836 -0.199 1.858 -0.932
H -3.671 -0.652 1.889 0.467
H -2.705 0.148 2.724 0.466
O 2.477 -2.441 -0.375 -1.009
H 2.445 -1.836 0.360 0.513
H 2.223 -3.405 -0.241 0.487
O 2.135 -0.245 1.251 -0.989
H 1.432 0.350 1.072 0.509
H 3.017 0.084 1.216 0.477
O -2.656 2.603 -0.296 -0.946
H -2.953 2.487 0.609 0.468
H -2.105 1.853 -0.414 0.476
```

Properties
Frontier orbital gap = 0.3746 Eh
HOMO level = -9.4 eV
Structure (SMILES) = [H]/N=C/N.O.O.O.O


*B*
Below is a cluster of 5 separate species, CH12N2O4 in total, with properties calculated with ωB97M-V/def2-TZVPD.

XYZ file:
```
19
Properties=species:S:1:pos:R:3:nbo_charge:R:1
H 0.209 0.169 0.388 0.353
N 1.025 -0.306 0.768 -0.757
C 0.758 -1.208 1.622 0.292
N 1.641 -2.199 1.913 -0.808
H -0.162 -1.294 2.203 0.141
H 2.473 -2.311 1.365 0.388
H 1.482 -2.870 2.634 0.391
O 1.510 -3.583 -1.491 -0.956
H 1.031 -3.027 -2.104 0.482
H 2.157 -3.114 -0.966 0.474
O -4.471 0.325 0.898 -0.946
H -5.251 0.872 0.763 0.473
H -3.804 0.932 1.251 0.475
O 3.334 6.410 -0.979 -0.941
H 3.012 5.812 -1.666 0.471
H 4.195 6.083 -0.708 0.470
O -2.637 -0.270 -1.924 -0.943
H -3.187 -0.299 -2.718 0.463
H -3.315 -0.123 -1.248 0.479
```

Properties
Frontier orbital gap = 0.3502 Eh
HOMO level = -9.1 eV
Structure (SMILES) = [H]/N=C/N.O.O.O.O


*C*
Below is a cluster of 5 separate species, CH12N2O4 in total, with properties calculated with ωB97M-V/def2-TZVPD.

XYZ file:
```
19
Properties=species:S:1:pos:R:3:nbo_charge:R:1
H -1.498 -1.316 -2.406 0.351
N -1.431 -0.800 -1.530 -0.764
C -2.195 0.225 -1.530 0.280
N -2.254 1.103 -0.502 -0.825
H -2.654 0.534 -2.471 0.151
H -1.697 0.954 0.331 0.423
H -2.428 2.061 -0.739 0.389
O 6.849 2.030 1.683 -0.950
H 6.409 1.918 2.526 0.475
H 7.145 1.195 1.319 0.475
O -1.895 0.348 2.464 -0.963
H -1.605 -0.573 2.342 0.499
H -2.825 0.238 2.196 0.463
O -1.607 -2.140 1.145 -0.969
H -1.936 -1.809 0.290 0.494
H -2.011 -3.017 1.127 0.470
O 1.849 -0.554 -2.395 -0.939
H 1.280 0.196 -2.164 0.471
H 2.504 -0.592 -1.687 0.468
```

Properties
Frontier orbital gap = 0.3815 Eh
HOMO level = -9.7 eV
Structure (SMILES) = [H]/N=C/N.O.O.O.O


Result of the stability comparison: *B* is the least stable of them.


*A*
Below is a cluster of 2 separate species, CH3IN4 in total, with properties calculated with ωB97M-V/def2-TZVPD.

XYZ file:
```
9
Properties=species:S:1:pos:R:3:nbo_charge:R:1
C -1.580 -0.685 -0.100 -0.263
N -0.494 -1.053 0.904 -0.091
N 0.284 -0.104 0.938 -0.033
N -0.068 0.840 0.072 -0.054
N -1.118 0.634 -0.493 -0.091
H -1.413 -1.179 -1.053 0.263
H -2.673 -0.694 0.111 0.262
I 3.378 1.078 0.581 -0.084
H 3.683 1.162 -0.960 0.089
```

Properties
Frontier orbital gap = 0.3207 Eh
HOMO level = -9.5 eV
Structure (SMILES) = C1N=NN=N1.I


*B*
Below is an isolated molecule of CH3IN4, with properties calculated with ωB97M-V/def2-TZVPD.

XYZ file:
```
9
Properties=species:S:1:pos:R:3:nbo_charge:R:1
C -2.765 0.179 -0.239 -0.067
N -1.680 0.313 0.390 -0.297
N -0.613 -0.452 0.176 -0.188
N 1.035 1.145 0.521 -0.501
N 0.572 -0.035 0.415 0.012
I -4.455 1.192 0.467 0.135
H -2.929 -0.396 -1.144 0.189
H 2.046 1.162 0.633 0.334
H 1.200 -0.860 0.419 0.382
```

Properties
Frontier orbital gap (spin up / spin down) = 0.3125 / 0.3125 Eh
HOMO level (spin up / spin down) = -8.4 / -8.4 eV


*C*
Below is a cluster of 2 separate species, CH3IN4 in total, with properties calculated with ωB97M-V/def2-TZVPD.

XYZ file:
```
9
Properties=species:S:1:pos:R:3:nbo_charge:R:1
C 1.172 -1.441 0.225 -0.047
N -2.776 -0.855 -0.667 -0.062
N -2.413 -0.126 0.104 0.247
N 0.267 -1.541 1.041 -0.619
N -1.665 0.434 0.819 -0.550
I 2.719 -0.103 -0.079 0.083
H 1.161 -2.339 -0.514 0.192
H 0.038 -0.917 1.897 0.385
H -2.025 1.240 1.281 0.371
```

Properties
Frontier orbital gap = 0.3724 Eh
HOMO level = -9.5 eV


Result of the stability comparison: *B* is the least stable of them.


*A*
Below is the ion C6H9N2O2S with charge +1, with properties calculated with ωB97M-V/def2-TZVPD.

XYZ file:
```
20
Properties=species:S:1:pos:R:3:nbo_charge:R:1
C -1.184 -1.687 -0.060 0.704
C -0.687 0.710 -0.170 0.358
C -2.576 -0.964 -0.138 -0.737
C 2.135 0.076 -0.394 -0.430
C 1.238 -0.953 0.277 -0.247
C 1.624 1.460 0.052 -0.274
N -0.157 -0.744 -0.164 -0.425
N 0.228 1.638 -0.188 -0.485
O -0.968 -2.833 0.152 -0.483
O -2.704 1.503 0.877 -0.904
S -2.478 0.872 -0.434 1.346
H -3.227 -1.280 -1.009 0.279
H -3.128 -1.326 0.697 0.304
H 3.066 0.035 0.120 0.256
H 2.159 -0.089 -1.547 0.250
H 1.269 -2.076 -0.033 0.277
H 1.253 -0.972 1.363 0.228
H 1.952 1.595 1.100 0.247
H 2.289 2.370 -0.240 0.272
H -0.103 2.666 -0.259 0.465
```

Properties
Frontier orbital gap = 0.3331 Eh
Net charge = +1
HOMO level = -14.3 eV


*B*
Below is the ion C6H9N2O2S with charge +1, with properties calculated with ωB97M-V/def2-TZVPD.

XYZ file:
```
20
Properties=species:S:1:pos:R:3:nbo_charge:R:1
C 1.478 0.488 1.059 -0.557
C 1.165 1.631 0.525 0.150
C -1.416 -2.028 0.495 -0.206
C -1.507 -0.535 0.674 0.018
C 1.852 -0.804 -1.364 -0.703
C 0.776 2.752 -0.022 -0.398
N -2.408 0.284 -0.146 0.549
N -0.398 -1.179 -0.041 -0.567
O -2.349 1.440 0.048 -0.339
O -3.095 -0.357 -0.861 -0.323
S 1.298 -1.150 0.343 1.078
H 1.778 0.527 2.126 0.286
H -1.111 -2.650 1.339 0.220
H -2.121 -2.506 -0.127 0.253
H -1.218 -0.243 1.591 0.224
H 1.413 0.020 -1.803 0.257
H 1.665 -1.599 -1.958 0.255
H 2.887 -0.748 -1.344 0.251
H 1.530 3.557 -0.470 0.282
H -0.219 3.098 -0.064 0.272
```

Properties
Frontier orbital gap = 0.3650 Eh
Net charge = +1
HOMO level = -14.5 eV


Result of the stability comparison: *B* is the least stable of them.


*A*
Below is the ion C4H5N2O5P with charge -2, with properties calculated with ωB97M-V/def2-TZVPD.

XYZ file:
```
17
Properties=species:S:1:pos:R:3:nbo_charge:R:1
C -0.411 -1.703 -1.768 -0.418
N 0.126 -0.958 -0.660 -0.756
C 0.122 -1.302 0.678 0.796
O 0.237 -2.464 1.194 -0.772
N 0.187 -0.214 1.507 -0.677
C -0.446 1.046 1.075 0.155
O -1.731 1.130 1.076 -0.845
C 0.502 2.151 1.374 0.327
O 0.418 3.421 1.581 -0.671
P 0.351 0.876 -0.813 2.123
O 1.836 1.026 -0.986 -1.179
O -0.572 1.211 -1.913 -1.168
H -0.983 -2.667 -1.455 0.184
H -1.234 -0.980 -2.114 0.231
H 0.317 -1.850 -2.647 0.171
H -0.209 -0.520 2.456 0.376
H 1.491 1.797 1.413 0.122
```

Properties
Frontier orbital gap = 0.2352 Eh
Net charge = -2
HOMO level = 0.1 eV
Structure (SMILES) = CN1C(=O)N[C@@]([O-])(C=O)[P@]1(=O)[O-]


*B*
Below is the ion C4H5N2O5P with charge -2, with properties calculated with ωB97M-V/def2-TZVPD.

XYZ file:
```
17
Properties=species:S:1:pos:R:3:nbo_charge:R:1
C -1.413 1.323 -0.319 -0.453
N -0.914 0.002 -0.425 -0.474
C -1.189 -0.871 0.633 0.807
O -2.195 -0.698 1.315 -0.706
N -0.339 -1.945 0.542 -0.679
C 0.637 -1.634 -0.409 0.656
O 1.501 -2.413 -0.795 -0.640
C 0.438 -0.284 -0.836 -0.487
P 1.694 0.776 0.299 2.408
O 1.210 2.197 0.236 -1.238
O 1.410 0.085 1.591 -1.245
O 2.942 0.566 -0.531 -1.227
H -1.852 1.735 -1.220 0.150
H -2.112 1.566 0.598 0.203
H -0.597 1.968 -0.109 0.288
H -0.152 -2.202 1.500 0.417
H 0.931 -0.171 -2.069 0.221
```

Properties
Frontier orbital gap = 0.2373 Eh
Net charge = -2
HOMO level = -0.1 eV
Structure (SMILES) = CN1C(=O)NC(=O)[C@@H]1P(=O)([O-])[O-]


Result of the stability comparison: *A* is the least stable of them.


*A*
Below is a cluster of 2 separate species, C4H10O4 in total, with properties calculated with ωB97M-V/def2-TZVPD.

XYZ file:
```
18
Properties=species:S:1:pos:R:3:nbo_charge:R:1
C -0.637 -2.087 0.673 -0.642
C -0.193 -0.729 0.056 0.103
O -1.055 0.303 0.547 -0.757
C 1.212 -0.352 0.377 -0.541
C 1.620 0.980 -0.233 0.809
O 2.076 1.927 0.344 -0.561
O 1.309 1.003 -1.551 -0.731
H 0.159 -2.777 0.944 0.225
H -1.470 -2.347 0.023 0.232
H -0.903 -1.882 1.724 0.202
H -0.455 -0.848 -0.990 0.195
H -1.243 0.303 1.485 0.479
H 1.436 -0.412 1.452 0.234
H 1.917 -1.092 -0.038 0.239
H 1.065 1.835 -1.955 0.511
O -1.875 2.289 -1.094 -0.942
H -1.404 1.610 -1.563 0.462
H -1.558 2.276 -0.199 0.482
```

Properties
Frontier orbital gap = 0.4093 Eh
HOMO level = -10.6 eV
Structure (SMILES) = C[C@@H](O)CC(=O)O.O


*B*
Below is a cluster of 2 separate species, C4H10O4 in total, with properties calculated with ωB97M-V/def2-TZVPD.

XYZ file:
```
18
Properties=species:S:1:pos:R:3:nbo_charge:R:1
C 0.375 2.345 -0.111 -0.261
O 0.480 1.212 -0.969 -0.534
C -0.623 0.379 -1.076 1.024
O -0.643 -0.461 -1.943 -0.657
O -1.756 0.942 -0.573 -0.716
H 1.357 2.816 -0.110 0.191
H 0.102 2.028 0.897 0.193
H -0.370 3.046 -0.488 0.190
H -2.508 0.469 -0.954 0.502
C 1.535 -0.857 0.381 -0.247
O 0.004 -0.674 0.726 -0.576
C -0.726 -1.879 0.783 -0.256
H 1.853 -1.582 1.132 0.179
H 2.125 0.043 0.509 0.207
H 1.557 -1.274 -0.626 0.208
H -0.794 -2.322 -0.217 0.188
H -0.251 -2.586 1.472 0.171
H -1.718 -1.643 1.169 0.194
```

Properties
Frontier orbital gap = 0.4048 Eh
HOMO level = -10.2 eV
Structure (SMILES) = COC(=O)O.COC


Result of the stability comparison: *B* is the least stable of them.


*A*
Below is a cluster of 2 separate species, C5H12O2 in total, with properties calculated with ωB97M-V/def2-TZVPD.

XYZ file:
```
19
Properties=species:S:1:pos:R:3:nbo_charge:R:1
C -0.263 -1.943 0.905 -0.095
O 0.683 -3.040 0.544 -0.805
C 0.470 -0.724 1.188 -0.446
C 1.167 0.136 0.041 -0.441
C 0.097 0.691 -0.905 -0.403
C 0.232 1.145 -2.149 -0.699
H -1.162 -1.626 0.050 0.168
H -0.986 -2.138 1.765 0.181
H 1.076 -2.815 -0.290 0.445
H 1.040 -0.742 2.207 0.189
H -0.310 -0.009 1.594 0.191
H 1.883 1.019 0.385 0.180
H 1.818 -0.787 -0.333 0.085
H -0.941 0.597 -0.413 0.167
H -0.442 1.473 -2.812 0.159
H 1.227 1.187 -2.665 0.139
H -2.261 2.569 -0.359 0.468
H -1.253 2.568 0.746 0.464
O -2.076 2.439 0.503 -0.947
```

Properties
Frontier orbital gap (spin up / spin down) = 0.1048 / 0.2939 Eh
Multiplicity = 2
Net charge = -1
⟨S²⟩ = 0.7526
HOMO level (spin up / spin down) = 1.2 / -4.0 eV


*B*
Below is a cluster of 3 separate species, C5H12O2 in total, with properties calculated with ωB97M-V/def2-TZVPD.

XYZ file:
```
19
Properties=species:S:1:pos:R:3:nbo_charge:R:1
C -0.644 0.484 -2.605 -0.621
C -0.169 -0.049 -1.297 -0.378
C -0.687 -1.165 -0.644 -0.347
C -0.085 -1.904 0.402 -0.307
C 0.985 -1.547 1.219 -0.713
H -1.292 1.374 -2.564 0.164
H 0.209 0.819 -3.206 0.184
H -1.169 -0.259 -3.211 0.183
H 0.604 0.519 -0.793 0.178
H -1.439 -1.691 -1.241 0.159
H -0.540 -2.894 0.504 0.168
H 1.117 -2.112 2.137 0.178
H 1.562 -0.668 0.956 0.185
H 1.242 3.194 1.108 0.447
H 0.907 1.805 1.631 0.498
O 1.625 2.317 1.220 -0.963
H -0.479 -0.117 1.894 0.519
H -1.188 1.231 2.013 0.454
O -0.560 0.662 2.477 -0.988
```

Properties
Frontier orbital gap (spin up / spin down) = 0.1458 / 0.2350 Eh
Multiplicity = 2
Net charge = -1
⟨S²⟩ = 0.7685
HOMO level (spin up / spin down) = -0.2 / -2.7 eV


*C*
Below is a cluster of 3 separate species, C5H12O2 in total, with properties calculated with ωB97M-V/def2-TZVPD.

XYZ file:
```
19
Properties=species:S:1:pos:R:3:nbo_charge:R:1
C -0.452 0.424 -1.706 -0.630
C 0.980 0.671 -1.224 -0.076
C 1.592 1.892 -1.317 -0.653
C 2.571 -0.446 0.377 -0.668
C 1.525 -0.486 -0.541 -0.368
H -0.637 -0.587 -2.071 0.193
H -1.093 0.580 -0.833 0.198
H -0.711 1.094 -2.531 0.184
H 1.070 2.804 -1.577 0.167
H 2.618 1.960 -0.981 0.174
H 3.103 0.497 0.405 0.170
H 2.761 -1.229 1.090 0.165
H 0.940 -1.398 -0.656 0.163
H -0.302 -0.404 1.351 0.513
H -1.072 -0.387 2.652 0.463
O -1.154 -0.104 1.745 -0.973
H -4.255 -1.058 1.908 0.457
H -2.735 -1.033 1.513 0.502
O -3.525 -1.569 1.578 -0.981
```

Properties
Frontier orbital gap (spin up / spin down) = 0.1279 / 0.2306 Eh
Multiplicity = 2
Net charge = -1
⟨S²⟩ = 0.7635
HOMO level (spin up / spin down) = 0.0 / -2.9 eV


Result of the stability comparison: *A* is the least stable of them.